Entry 1:
100
Properties=species:S:1:pos:R:3:forces:R:3:lowdin_charge:R:1 method="wB97M-V/def2-TZVPD" energy_ev=-150607.285 s2=2.351 total_charge=-2 spin_multiplicity=3 orbital_gap_ev="4.24 / 5.61"
V -0.7521 1.3971 0.0025 1.174 -0.026 -1.946 0.606
C 6.5607 -5.0995 2.8860 0.182 -0.051 0.015 -0.131
O 5.2563 -4.8301 3.3090 -0.358 0.334 0.204 -0.118
C 5.0003 -3.5632 3.8312 0.075 -0.132 -0.115 -0.290
C 3.6706 -3.1429 3.8132 0.263 -0.259 -0.110 -0.019
C 3.3292 -1.8953 4.2685 0.084 0.199 0.109 -0.023
C 4.3007 -1.0072 4.7870 0.184 -1.075 -0.618 -0.340
C 5.6227 -1.4760 4.8500 -0.428 0.456 -0.030 -0.051
C 5.9667 -2.7224 4.3650 0.139 -0.550 -0.259 -0.059
N 3.9515 0.1497 5.4134 0.259 0.979 0.950 -0.005
N 2.9613 0.8831 5.0571 -0.419 0.228 0.371 0.018
C 2.5457 1.0109 3.7762 0.338 -0.208 -0.349 -0.284
C 3.4029 0.9210 2.6586 0.296 -0.026 0.103 -0.041
C 3.0028 1.2631 1.3908 -0.029 -0.116 -0.041 -0.005
C 1.6571 1.5847 1.0987 0.461 -0.006 1.459 -0.396
O 1.2222 1.8932 -0.0688 -0.340 0.296 -0.585 -0.159
C 0.7488 1.5447 2.1943 1.293 -0.040 0.015 -0.164
N -0.5677 1.6916 1.8646 -0.097 0.338 1.068 -0.058
C -1.4713 1.7309 2.8426 -0.745 -0.016 0.873 -0.134
C -1.1303 1.6056 4.1771 -0.387 0.134 -0.392 -0.079
C 0.2001 1.3939 4.5360 0.476 0.002 -0.206 -0.027
C 1.1759 1.3559 3.5363 -0.468 -0.079 0.192 -0.096
H 6.5066 -6.0307 2.3175 0.087 0.088 0.040 0.084
H 7.2478 -5.2404 3.7316 -0.009 0.014 -0.056 0.081
H 6.9544 -4.3011 2.2449 -0.031 -0.036 0.029 0.094
H 2.9238 -3.8192 3.4221 -0.086 -0.032 -0.046 0.113
H 2.2942 -1.5839 4.2625 -0.040 0.027 -0.075 0.113
H 6.3836 -0.8332 5.2706 0.008 0.073 0.056 0.096
H 7.0026 -3.0303 4.4086 0.061 -0.060 -0.018 0.093
H 4.4374 0.6559 2.8412 0.004 0.030 -0.045 0.102
H 3.7072 1.2610 0.5695 0.057 0.020 -0.064 0.102
H -2.5070 1.8485 2.5317 0.180 -0.049 0.013 0.105
H -1.9064 1.6384 4.9307 -0.037 0.021 -0.048 0.087
H 0.4977 1.2540 5.5656 0.010 -0.055 0.015 0.096
N -10.6261 0.6544 0.0265 0.528 -0.037 -0.093 0.117
C -9.4736 0.6624 -0.0874 -2.109 -0.060 0.142 -0.239
C -8.0886 0.7026 -0.1960 1.889 0.045 -0.169 -0.268
C -7.2916 -0.3457 0.3081 -0.667 0.292 -0.122 -0.043
C -5.9272 -0.2457 0.2934 0.431 0.152 -0.044 -0.031
C -5.2796 0.9044 -0.2143 -0.531 -0.011 -0.037 -0.244
C -6.0895 1.9163 -0.7790 0.379 -0.098 -0.019 -0.032
C -7.4534 1.8216 -0.7737 -0.614 -0.352 0.188 -0.043
C -3.8904 1.0603 -0.1446 0.314 0.077 0.055 -0.100
C -2.6774 1.2198 -0.0469 -2.195 -0.004 0.152 -0.105
H -7.7787 -1.2269 0.7116 0.040 0.064 0.024 0.110
H -5.3190 -1.0474 0.6899 0.046 0.029 0.003 0.115
H -5.6048 2.7815 -1.2116 0.039 -0.013 0.036 0.114
H -8.0669 2.6045 -1.2054 0.043 0.008 0.068 0.110
C -0.7772 4.8546 1.4009 0.149 -0.261 -0.668 -0.181
Si -0.5501 4.6985 -0.5021 0.113 0.563 -0.247 0.493
C -1.6491 6.1439 -1.1740 0.326 -0.515 0.177 -0.212
C 1.2431 5.2496 -0.9134 -0.567 -0.313 0.181 -0.190
C -1.0091 3.0724 -1.3239 0.080 0.235 0.249 -0.333
H -0.6594 5.8795 1.7491 0.010 0.212 -0.139 0.017
H -0.0535 4.2451 1.9324 0.137 -0.140 0.102 0.011
H -1.7675 4.5112 1.6894 -0.189 -0.074 0.065 0.018
H -1.3036 7.1144 -0.8262 0.144 0.164 0.158 0.005
H -2.6759 6.0267 -0.8431 -0.299 -0.073 0.076 0.007
H -1.6543 6.1695 -2.2593 0.019 -0.063 -0.273 0.006
H 1.4447 6.2701 -0.5955 -0.065 0.199 0.115 0.009
H 1.4261 5.1903 -1.9828 -0.035 -0.022 -0.239 0.014
H 1.9591 4.5947 -0.4310 0.162 -0.226 0.137 0.009
H -0.2965 2.8714 -2.1352 0.134 0.222 0.020 0.003
H -2.0173 3.1339 -1.7546 0.111 0.014 0.093 -0.008
C -0.5482 -0.4335 -0.1902 0.221 -1.019 -0.534 -0.311
Ge -0.2169 -1.4641 -1.7696 0.233 0.043 -0.497 0.949
C -0.1276 -3.4677 -1.8154 -0.063 0.698 0.252 -0.260
C -1.2148 -4.2350 -1.4191 -0.140 0.116 0.058 -0.125
C -1.2011 -5.6130 -1.5464 -0.168 -0.197 0.064 -0.109
C -0.0875 -6.2528 -2.0666 0.007 -0.114 -0.020 -0.118
C 1.0090 -5.5008 -2.4538 0.108 -0.211 -0.057 -0.104
C 0.9839 -4.1233 -2.3266 0.166 0.206 -0.111 -0.107
C 1.5635 -0.9111 -2.4966 -0.559 -0.103 0.209 -0.267
C 1.6974 -0.2549 -3.7116 -0.235 -0.093 -0.096 -0.102
C 2.9328 0.1909 -4.1474 0.157 0.150 -0.186 -0.105
C 4.0579 -0.0072 -3.3656 0.125 0.042 -0.095 -0.113
C 3.9392 -0.6589 -2.1490 0.201 -0.012 0.081 -0.102
C 2.7006 -1.0969 -1.7190 -0.082 -0.117 0.129 -0.123
C -1.5429 -0.9955 -3.1715 0.293 -0.125 0.426 -0.260
C -2.2660 -1.8819 -3.9568 0.153 -0.196 0.080 -0.107
C -3.2204 -1.4169 -4.8474 -0.158 -0.143 -0.149 -0.113
C -3.4656 -0.0593 -4.9628 -0.054 0.018 -0.073 -0.112
C -2.7456 0.8341 -4.1867 -0.048 0.247 -0.068 -0.080
C -1.7978 0.3627 -3.2998 0.152 -0.050 0.177 -0.121
H -0.2483 -0.9537 0.7304 -0.062 0.157 0.012 -0.009
H -2.0854 -3.7321 -1.0170 -0.124 -0.060 0.056 0.103
H -2.0620 -6.1952 -1.2421 -0.042 -0.009 0.027 0.092
H -0.0740 -7.3319 -2.1704 -0.010 0.015 0.013 0.090
H 1.8847 -5.9925 -2.8602 0.032 0.003 -0.001 0.093
H 1.8380 -3.5367 -2.6392 0.081 -0.033 -0.039 0.087
H 0.8158 -0.0900 -4.3204 0.017 0.035 -0.073 0.091
H 3.0217 0.7028 -5.0982 -0.019 0.035 -0.022 0.091
H 5.0239 0.3542 -3.6993 -0.001 -0.013 0.001 0.090
H 4.8153 -0.8143 -1.5324 0.021 0.005 0.066 0.097
H 2.6075 -1.5888 -0.7580 0.070 0.022 0.110 0.108
H -2.0892 -2.9473 -3.8607 -0.015 -0.051 -0.045 0.089
H -3.7870 -2.1173 -5.4492 -0.017 -0.044 -0.013 0.089
H -4.2239 0.2979 -5.6482 -0.016 0.028 -0.029 0.090
H -2.9310 1.8965 -4.2637 -0.021 0.094 0.025 0.100
H -1.2423 1.0384 -2.6605 -0.184 0.237 -0.177 0.055

---

Entry 2:
124
Properties=species:S:1:pos:R:3:forces:R:3:lowdin_charge:R:1 method="wB97M-V/def2-TZVPD" energy_ev=-129981.324 smiles="CCOP(=O)(CCCB1OB(CCCCCN)OB(C(F)(F)C(F)(F)C(F)(F)C(F)(F)C(F)(F)C(F)(F)C(F)(F)C(F)(F)F)O1)OCC.O=C1c2ccccc2C(=O)c2ccccc21.O=C1c2ccccc2C(=O)c2ccccc21" orbital_gap_ev=8.44
C -0.7264 0.1283 3.3469 -0.414 0.295 -0.030 -0.045
C -2.2038 0.2087 2.9662 0.818 -0.123 -0.025 -0.239
O -2.3925 -0.3222 1.6326 -0.890 0.528 0.055 -0.221
P -3.5821 -1.3782 1.4546 0.252 -1.707 -0.155 0.493
O -3.1644 -2.7218 1.8637 -0.095 -0.165 0.263 -0.244
C -4.0517 -1.3640 -0.2967 0.482 0.999 -0.193 -0.166
C -3.4644 -0.2111 -1.1307 -0.482 0.481 -0.036 -0.209
C -4.4741 0.9171 -1.4119 0.620 -0.109 -0.373 -0.042
B -3.7657 2.1459 -2.0703 -1.441 0.107 -0.392 -0.491
O -4.2348 3.4315 -1.7883 1.186 -0.516 0.368 0.311
B -3.1919 4.3184 -1.5661 -0.829 1.118 -0.061 -0.492
C -3.3786 5.4676 -0.5267 0.225 -0.205 -0.584 -0.041
C -2.6505 5.1443 0.7822 0.499 0.491 -0.104 -0.207
C -3.0731 6.0371 1.9311 -0.677 -0.095 0.213 -0.195
C -4.5660 5.9449 2.2955 0.524 -0.161 0.300 -0.190
C -5.1230 4.5215 2.4017 -0.685 0.158 -0.180 -0.265
N -6.3261 4.2992 1.5753 0.172 -0.153 0.219 0.013
O -1.9686 4.1680 -2.2216 0.440 -0.492 0.755 0.341
B -1.6525 2.8871 -2.5582 -0.507 -0.085 -0.821 -0.422
C -0.1589 2.2925 -2.5852 0.100 0.491 -0.210 -0.295
F -0.1443 0.9498 -2.4090 0.037 -0.059 0.085 0.144
F 0.3475 2.5345 -3.8323 0.019 0.086 -0.076 0.135
C 0.8554 2.9260 -1.5979 0.553 -0.519 -0.701 -0.349
F 0.7870 4.2591 -1.6934 -0.237 0.112 0.085 0.170
F 2.0919 2.5647 -2.0106 -0.048 -0.031 0.133 0.146
C 0.6746 2.4000 -0.1442 0.216 -0.355 0.179 -0.293
F -0.6001 1.9603 -0.0011 -0.085 0.439 -0.071 0.156
F 1.4788 1.3248 0.0263 -0.303 0.157 -0.043 0.162
C 0.9865 3.3662 1.0422 -0.224 -0.213 0.621 -0.321
F 0.1748 2.9884 2.0589 0.042 0.023 -0.032 0.142
F 0.7023 4.6450 0.7763 0.099 -0.081 -0.165 0.164
C 2.4284 3.2833 1.6556 -0.135 0.446 0.555 -0.320
F 2.5691 2.1562 2.3803 -0.057 0.346 -0.525 0.169
F 2.4933 4.3326 2.5249 -0.168 -0.292 -0.224 0.151
C 3.6010 3.4723 0.6765 0.536 -0.114 -0.260 -0.328
F 3.9370 2.2937 0.1108 -0.146 0.427 0.368 0.144
F 3.2168 4.3194 -0.3082 0.041 -0.128 0.357 0.165
C 4.8991 4.0938 1.3120 0.309 0.059 -0.631 -0.317
F 4.7397 5.4135 1.5382 -0.031 -0.697 0.081 0.169
F 5.8545 3.9577 0.3515 -0.383 0.034 0.236 0.143
C 5.4612 3.3807 2.5770 0.661 0.488 0.554 -0.509
F 6.7815 3.6575 2.6465 -0.836 -0.238 0.118 0.171
F 4.8775 3.8476 3.6966 0.299 -0.524 -0.707 0.175
F 5.3065 2.0549 2.4905 0.029 0.555 0.115 0.185
O -2.6615 2.0220 -2.8928 0.575 -0.449 0.744 0.345
O -4.8427 -0.9181 2.3248 0.317 0.712 -0.063 -0.193
C -5.3358 0.4220 2.1411 -0.379 0.104 -0.017 -0.273
C -6.7312 0.4013 1.5455 0.204 0.198 -0.206 -0.054
H -0.5841 -0.5186 4.2011 0.155 -0.234 0.096 0.078
H -0.1464 -0.2307 2.5069 0.154 -0.120 -0.133 0.075
H -0.3811 1.1216 3.6026 0.273 0.114 0.119 0.057
H -2.5231 1.2442 2.9513 -0.253 0.166 -0.029 0.108
H -2.7878 -0.3509 3.6860 -0.314 -0.059 0.028 0.114
H -5.1334 -1.3437 -0.3588 -0.262 -0.094 0.054 0.086
H -3.7222 -2.3025 -0.7162 0.120 -0.407 0.215 0.097
H -2.6121 0.2350 -0.6294 0.258 -0.130 0.133 0.086
H -3.0933 -0.5554 -2.0877 0.079 -0.287 -0.149 0.119
H -4.9671 1.2463 -0.5047 -0.190 0.095 0.159 0.082
H -5.2533 0.5607 -2.0847 -0.239 -0.107 -0.071 0.130
H -4.4381 5.6329 -0.3768 -0.244 0.049 0.133 0.100
H -2.9393 6.3692 -0.9508 -0.047 0.285 0.072 0.125
H -1.5910 5.3289 0.6228 0.172 -0.129 -0.097 0.102
H -2.7196 4.0952 1.0568 -0.175 -0.256 0.040 0.099
H -2.8641 7.0740 1.6854 0.158 0.214 -0.107 0.114
H -2.4943 5.8157 2.8229 0.251 -0.178 0.105 0.111
H -4.6800 6.4125 3.2678 -0.086 0.280 0.120 0.103
H -5.1503 6.5473 1.6071 -0.189 -0.030 -0.223 0.099
H -4.3854 3.7714 2.1378 0.266 -0.069 0.026 0.083
H -5.4008 4.3435 3.4357 0.042 -0.132 0.249 0.097
H -6.5581 5.1281 1.0532 -0.088 0.102 -0.138 0.051
H -6.1678 3.5553 0.9150 -0.049 -0.028 -0.218 0.038
H -4.6456 0.9963 1.5260 0.138 0.006 -0.161 0.087
H -5.3747 0.9233 3.1015 0.214 -0.098 0.315 0.121
H -6.8537 -0.4766 0.9243 -0.147 -0.218 -0.049 0.075
H -7.4895 0.4360 2.3137 -0.211 -0.254 0.174 0.079
H -6.8941 1.2670 0.9121 -0.016 0.219 -0.085 0.061
C 5.4650 -3.0681 -7.9971 -0.017 0.046 -0.026 -0.057
C 5.0894 -1.9266 -8.6978 0.020 -0.041 0.036 -0.058
C 4.9952 -0.7100 -8.0452 -0.015 -0.046 -0.133 -0.003
C 5.2667 -0.6302 -6.6856 0.024 -0.061 0.114 -0.083
C 5.6245 -1.7799 -5.9783 -0.029 0.127 0.003 -0.082
C 5.7313 -2.9956 -6.6411 -0.006 -0.099 -0.096 -0.002
C 5.8798 -1.7278 -4.5107 0.056 -0.150 0.090 -0.277
O 6.1967 -2.7250 -3.8977 -0.003 -0.001 0.002 0.108
C 5.7274 -0.4175 -3.8183 -0.032 0.038 -0.090 -0.082
C 5.9091 -0.3529 -2.4430 0.026 0.007 0.232 0.004
C 5.7823 0.8536 -1.7755 -0.008 0.044 -0.313 -0.052
C 5.4837 2.0089 -2.4960 0.046 -0.189 0.013 -0.060
C 5.3002 1.9508 -3.8660 -0.018 0.119 0.113 0.005
C 5.4114 0.7383 -4.5324 0.012 -0.123 -0.024 -0.081
C 5.1772 0.6913 -6.0028 -0.041 0.149 -0.100 -0.277
O 4.9176 1.6986 -6.6265 -0.006 0.002 0.004 0.107
H 5.5454 -4.0165 -8.5112 -0.001 -0.012 -0.008 0.107
H 4.8717 -1.9881 -9.7556 0.006 -0.003 -0.015 0.107
H 4.7091 0.1814 -8.5852 0.016 0.074 0.073 0.120
H 6.0191 -3.8798 -6.0903 -0.001 0.036 0.097 0.120
H 6.1476 -1.2550 -1.8969 0.012 -0.072 -0.080 0.121
H 5.9176 0.8892 -0.7039 0.016 0.044 0.026 0.102
H 5.3892 2.9554 -1.9905 0.002 0.123 0.085 0.091
H 5.0638 2.8457 -4.4241 -0.019 -0.036 -0.089 0.122
C -0.1577 -3.8837 1.5837 0.113 0.014 -0.062 -0.053
C 0.9280 -4.3652 0.8601 -0.059 0.013 0.049 -0.055
C 1.3340 -5.6812 1.0060 0.042 0.107 -0.084 -0.007
C 0.6619 -6.5187 1.8854 -0.103 -0.032 0.108 -0.087
C -0.4173 -6.0277 2.6287 0.121 -0.074 -0.047 -0.076
C -0.8296 -4.7110 2.4665 -0.022 0.059 0.063 0.001
C -1.1255 -6.8962 3.6099 -0.127 0.100 0.064 -0.277
O -2.0632 -6.4806 4.2561 0.005 -0.009 0.028 0.111
C -0.6423 -8.2970 3.7857 0.093 0.007 -0.082 -0.082
C -1.2529 -9.1097 4.7319 -0.039 -0.118 0.084 -0.005
C -0.8266 -10.4153 4.9004 0.039 -0.015 -0.038 -0.061
C 0.2081 -10.9188 4.1186 -0.037 0.023 0.025 -0.061
C 0.8232 -10.1122 3.1776 0.013 -0.134 0.057 -0.005
C 0.4066 -8.7974 3.0127 -0.073 0.088 0.031 -0.083
C 1.1020 -7.9345 2.0157 0.132 -0.032 -0.119 -0.279
O 2.0042 -8.3765 1.3348 0.006 -0.011 0.011 0.101
H -0.4853 -2.8600 1.4621 -0.065 -0.006 -0.004 0.090
H 1.4564 -3.7124 0.1774 0.004 0.004 -0.014 0.105
H 2.1730 -6.0627 0.4413 -0.007 -0.101 0.021 0.119
H -1.6738 -4.3326 3.0239 -0.055 -0.058 -0.012 0.105
H -2.0588 -8.7141 5.3338 -0.016 0.097 -0.050 0.119
H -1.3009 -11.0452 5.6411 -0.008 -0.012 0.006 0.105
H 0.5357 -11.9417 4.2477 0.003 -0.013 0.005 0.105
H 1.6303 -10.4958 2.5697 0.029 0.088 -0.052 0.119